Record 1
Below is a 11-piece molecular cluster, C13H48N6O11 overall at a distorted geometry, with properties calculated with ωB97M-V/def2-TZVPD.

As for the SMILES: NC(N)=O.NC(N)=O.NC(N)=O.CCO.CCO.CO.CO.CO.CO.CO.CO. As for the lowest unoccupied orbital energy: 0.2 eV. The gap between HOMO and LUMO is 8.832 eV. As for the net charge: 0. For the HOMO energy, the calculation gives -8.60 eV. Its multiplicity is 1.

Each atom is followed by the atoms it is bonded to, with distances in Å.
Cartesian coordinates (Å):
1 O 2.022 -3.952 0.008  C21 1.455, H48 0.993
2 O 1.525 2.179 -3.027  C27 1.414, H64 0.975
3 O 1.806 0.279 -0.821  C29 1.345, H63 0.937
4 O -0.672 -0.230 -3.270  C20 1.406, H69 0.957
5 O 3.949 -3.467 -2.593  C26 1.386, H61 0.968
6 O -4.341 -0.108 -2.263  C25 1.412
7 O 0.235 5.223 -3.443  C19 1.402, H43 1.002
8 O -0.046 -2.691 4.801  C22 1.381, H37 0.950
9 O -1.357 3.548 0.222  C23 1.421, H34 0.945
10 O -0.580 -2.249 0.075  C18 1.409
11 O -2.230 1.370 3.104  C24 1.411
12 N -2.259 1.047 0.755  C24 1.305, H36 1.018, H56 1.051
13 N -2.360 -0.719 -1.125  C25 1.312, H32 1.058, H53 0.981
14 N -3.296 -0.467 2.027  C24 1.317, H68 1.013, H74 1.098
15 N -1.389 -2.315 2.354  C18 1.280, H50 0.995, H57 1.048
16 N 0.191 -3.552 1.948  C18 1.291, H39 1.068, H44 0.982
17 N -4.276 -1.438 -0.283  C25 1.301, H46 1.070, H52 0.996
18 C -0.602 -2.684 1.415  O10 1.409, N15 1.280, N16 1.291
19 C 0.276 5.363 -2.049  O7 1.402, H38 1.069, H49 1.032, H60 1.084
20 C -1.410 -1.154 -4.030  O4 1.406, H41 1.097, H73 1.023, H75 1.056
21 C 2.673 -2.752 0.512  O1 1.455, H47 1.111, H54 1.062, H55 1.107
22 C 0.144 -1.659 5.699  O8 1.381, C30 1.478, H31 1.088, H65 1.060
23 C -0.338 3.991 1.107  O9 1.421, H42 1.063, H58 1.048, H62 1.109
24 C -2.620 0.661 1.948  O11 1.411, N12 1.305, N14 1.317
25 C -3.663 -0.814 -1.246  O6 1.412, N13 1.312, N17 1.301
26 C 4.473 -2.225 -2.917  O5 1.386, H33 1.115, H66 1.091, H67 1.117
27 C 2.408 2.334 -4.121  O2 1.414, H40 1.124, H72 1.057, H76 1.105
28 C 1.114 0.673 1.420  C29 1.549, H35 1.014, H45 1.067, H71 1.046
29 C 0.896 0.946 -0.089  O3 1.345, C28 1.549, H51 1.094, H78 1.103
30 C -0.225 -0.404 5.010  C22 1.478, H59 1.126, H70 1.062, H77 1.053
31 H -0.473 -1.862 6.572  C22 1.088
32 H -1.778 -0.336 -1.921  N13 1.058
33 H 4.709 -2.090 -3.998  C26 1.115
34 H -2.154 4.001 0.453  O9 0.945
35 H 0.376 1.219 1.851  C28 1.014
36 H -1.860 1.975 0.630  N12 1.018
37 H 0.587 -3.347 5.068  O8 0.950
38 H 0.085 4.411 -1.602  C19 1.069
39 H 0.952 -3.876 1.272  N16 1.068
40 H 3.242 3.048 -3.880  C27 1.124
41 H -1.983 -1.911 -3.480  C20 1.097
42 H -0.354 3.506 2.053  C23 1.063
43 H -0.581 4.684 -3.659  O7 1.002
44 H 0.537 -3.456 2.862  N16 0.982
45 H 0.973 -0.352 1.680  C28 1.067
46 H -5.344 -1.505 -0.302  N17 1.070
47 H 2.411 -1.985 -0.248  C21 1.111
48 H 1.505 -3.599 -0.763  O1 0.993
49 H 1.160 5.776 -1.712  C19 1.032
50 H -1.044 -2.144 3.272  N15 0.995
51 H -0.101 0.658 -0.436  C29 1.094
52 H -3.954 -2.340 -0.011  N17 0.996
53 H -1.865 -1.325 -0.533  N13 0.981
54 H 2.487 -2.463 1.517  C21 1.062
55 H 3.776 -2.738 0.419  C21 1.107
56 H -2.365 0.534 -0.156  N12 1.051
57 H -2.180 -1.679 2.093  N15 1.048
58 H 0.655 3.843 0.806  C23 1.048
59 H -0.110 0.581 5.543  C30 1.126
60 H -0.436 6.122 -1.746  C19 1.084
61 H 3.483 -3.336 -1.755  O5 0.968
62 H -0.349 5.099 1.158  C23 1.109
63 H 1.885 0.602 -1.697  O3 0.937
64 H 0.591 2.280 -3.289  O2 0.975
65 H 1.133 -1.751 6.070  C22 1.060
66 H 5.364 -2.133 -2.295  C26 1.091
67 H 3.873 -1.345 -2.581  C26 1.117
68 H -3.667 -0.938 2.844  N14 1.013
69 H 0.000 0.192 -3.805  O4 0.957
70 H 0.444 -0.347 4.187  C30 1.062
71 H 2.034 0.998 1.796  C28 1.046
72 H 1.869 2.685 -4.960  C27 1.057
73 H -1.996 -0.707 -4.739  C20 1.023
74 H -3.775 -0.813 1.101  N14 1.098
75 H -0.694 -1.711 -4.570  C20 1.056
76 H 2.924 1.422 -4.471  C27 1.105
77 H -1.130 -0.332 4.477  C30 1.053
78 H 1.120 2.015 -0.245  C29 1.103

Atomic partial charges in e from the Löwdin method, atoms 1 to 2: -0.148 -0.132

***

Record 2
Below is a 11-piece molecular cluster, C13H48N6O11 overall at a distorted geometry, with properties calculated with ωB97M-V/def2-TZVPD.

As for the SMILES: NC(N)=O.NC(N)=O.NC(N)=O.CCO.CCO.CO.CO.CO.CO.CO.CO. As for the lowest unoccupied orbital energy: 0.1 eV. The gap between HOMO and LUMO is 8.839 eV. As for the net charge: 0. For the HOMO energy, the calculation gives -8.69 eV. Its multiplicity is 1.

Each atom is followed by the atoms it is bonded to, with distances in Å.
Cartesian coordinates (Å):
1 O -2.539 -3.281 1.018  C24 1.405, H33 0.952
2 O 2.443 1.809 1.175  C22 1.340, H68 0.980
3 O 2.540 -3.714 -1.230  C29 1.419, H67 0.964
4 O -3.292 0.614 0.586  C26 1.369, H53 0.931
5 O -0.900 2.696 -2.956  C21 1.334, H78 0.987
6 O -1.124 2.216 3.351  C27 1.327
7 O 0.414 0.270 0.006  C23 1.396, H43 1.011
8 O 1.938 -2.991 2.648  C19 1.388
9 O -3.422 -0.192 -3.121  C30 1.363
10 O 3.562 1.904 -2.786  C28 1.436, H37 0.967
11 O 2.297 0.412 -4.515  C18 1.378, H71 0.989
12 N 3.076 -4.597 1.442  C19 1.225, H35 1.051, H76 1.092
13 N -2.851 2.997 1.934  C27 1.327, H57 1.042, H73 1.019
14 N -2.150 4.340 3.564  C27 1.392, H49 1.050, H75 1.028
15 N -1.474 0.186 -1.903  C30 1.295, H47 1.078, H55 1.063
16 N -2.426 -1.665 -1.492  C30 1.312, H31 1.022, H59 1.014
17 N 2.242 -5.213 3.279  C19 1.282, H63 1.013, H72 1.049
18 C 1.113 0.095 -3.885  O11 1.378, H34 1.077, H62 1.102, H69 1.072
19 C 2.422 -4.272 2.426  O8 1.388, N12 1.225, N17 1.282
20 C -0.782 3.354 -0.741  C21 1.474, H36 1.080, H52 1.118, H74 1.117
21 C -1.005 3.749 -2.143  O5 1.334, C20 1.474, H41 1.079, H65 1.042
22 C 2.197 1.365 2.416  O2 1.340, H54 1.018, H58 1.067, H77 1.082
23 C -0.284 -0.346 1.046  O7 1.396, H39 1.052, H44 1.101, H50 1.067
24 C -1.988 -3.121 2.300  O1 1.405, H56 1.101, H61 1.140, H64 1.046
25 C 2.902 -1.407 -0.516  C29 1.502, H32 1.062, H42 1.078, H70 1.087
26 C -4.341 -0.115 1.079  O4 1.369, H38 1.130, H60 1.091, H66 1.056
27 C -1.917 3.161 2.862  O6 1.327, N13 1.327, N14 1.392
28 C 2.521 2.465 -1.972  O10 1.436, H45 1.079, H48 1.072, H51 1.043
29 C 1.978 -2.413 -1.141  O3 1.419, C25 1.502, H40 1.091, H46 1.072
30 C -2.467 -0.580 -2.229  O9 1.363, N15 1.295, N16 1.312
31 H -3.237 -2.285 -1.540  N16 1.022
32 H 2.813 -0.388 -0.801  C25 1.062
33 H -2.087 -3.940 0.500  O1 0.952
34 H 1.185 0.010 -2.813  C18 1.077
35 H 2.822 -3.902 0.697  N12 1.051
36 H -0.948 4.132 -0.009  C20 1.080
37 H 3.145 1.217 -3.324  O10 0.967
38 H -4.174 -0.746 2.001  C26 1.130
39 H 0.294 -0.884 1.741  C23 1.052
40 H 1.097 -2.525 -0.509  C29 1.091
41 H -1.916 4.287 -2.355  C21 1.079
42 H 2.663 -1.382 0.535  C25 1.078
43 H 1.307 0.617 0.327  O7 1.011
44 H -0.941 -1.087 0.566  C23 1.101
45 H 2.975 3.035 -1.176  C28 1.079
46 H 1.744 -2.120 -2.145  C29 1.072
47 H -1.427 1.134 -2.414  N15 1.078
48 H 1.976 3.114 -2.627  C28 1.072
49 H -1.401 4.545 4.271  N14 1.050
50 H -0.902 0.362 1.552  C23 1.067
51 H 1.875 1.734 -1.601  C28 1.043
52 H -1.552 2.609 -0.424  C20 1.118
53 H -2.849 0.134 -0.078  O4 0.931
54 H 2.628 2.016 3.069  C22 1.018
55 H -0.752 0.130 -1.126  N15 1.063
56 H -0.892 -3.203 2.229  C24 1.101
57 H -2.845 2.153 1.324  N13 1.042
58 H 1.157 1.296 2.650  C22 1.067
59 H -1.691 -2.013 -0.888  N16 1.014
60 H -5.191 0.528 1.314  C26 1.091
61 H -2.232 -3.919 3.077  C24 1.140
62 H 0.679 -0.848 -4.257  C18 1.102
63 H 1.782 -5.022 4.161  N17 1.013
64 H -2.208 -2.199 2.743  C24 1.046
65 H -0.181 4.333 -2.399  C21 1.042
66 H -4.618 -0.810 0.333  C26 1.056
67 H 2.023 -4.241 -1.849  O3 0.964
68 H 2.559 2.774 1.296  O2 0.980
69 H 0.508 0.974 -3.985  C18 1.072
70 H 3.944 -1.691 -0.635  C25 1.087
71 H 2.132 0.713 -5.443  O11 0.989
72 H 2.861 -6.059 3.231  N17 1.049
73 H -3.388 3.801 1.612  N13 1.019
74 H 0.203 2.847 -0.598  C20 1.117
75 H -2.782 5.117 3.334  N14 1.028
76 H 3.044 -5.614 1.046  N12 1.092
77 H 2.677 0.432 2.677  C22 1.082
78 H -0.564 3.106 -3.789  O5 0.987

Atomic partial charges in e from the Löwdin method, atoms 1 to 2: -0.122 -0.105

***

The records above give, respectively, energy above the lowest of the compared OMol25 structures with the same formula, charge and spin values of 65.98; 31.59 kcal/mol.